1.
The following is a DFT calculation (ωB97M-V with the def2-TZVPD basis set) of a structure of composition C2H12BeF6NO10S2 at a distorted geometry.

XYZ file:
```
34
Properties=species:S:1:pos:R:3:forces:R:3
Be 0.225189 0.692417 -0.905955 -0.255 -0.478 0.037
C 1.058139 -3.622543 0.516665 -0.736 0.172 0.061
F 2.082679 -3.169863 -0.238395 -0.379 -0.554 0.873
F 0.807669 -4.926243 0.135445 0.521 2.283 1.290
F 1.324869 -3.432313 1.830375 0.259 -1.218 -1.518
S -0.428401 -2.496583 0.113525 -3.516 -0.883 -2.182
O -0.177221 -2.153793 -1.263915 0.682 0.180 -0.157
O -1.739361 -3.243973 0.261655 4.199 2.191 0.648
N -0.152311 -1.004113 0.895905 2.799 -2.662 -3.784
S -1.003571 -0.996403 2.125595 -2.965 -0.928 4.811
O -2.239731 -0.371233 1.813515 -1.341 1.573 0.519
O -1.144921 -2.273863 2.797005 0.993 0.954 0.145
C -0.161871 0.198667 3.371105 1.092 -1.528 -0.984
F 0.175149 1.338767 2.691425 0.038 -0.883 1.177
F -0.964441 0.427117 4.352135 -2.159 1.305 0.612
F 0.880219 -0.354743 4.033325 0.738 0.325 -1.571
O -0.379941 2.637147 -2.266105 0.111 -0.241 0.202
H -1.052481 3.316797 -2.221535 -0.474 0.294 0.064
H 0.227739 2.944597 -2.938735 0.380 0.247 -0.211
O 2.494019 -0.119983 -1.006825 -0.275 0.249 -0.069
H 2.801089 -1.023723 -0.934765 -0.170 -0.529 -0.026
H 3.246109 0.410687 -0.744195 0.115 0.347 0.174
O 0.677109 0.182957 -3.275975 0.197 -0.057 0.382
H 0.173949 -0.299693 -3.931805 -0.319 -0.390 -0.110
H 0.853399 1.030397 -3.684635 0.102 0.206 -0.116
O -1.416771 1.918767 0.530795 0.248 0.408 -0.500
H -1.638711 1.814917 1.456105 -0.124 -0.441 0.377
H -1.863861 2.722487 0.265505 -0.094 0.317 -0.213
O 1.632469 2.524147 0.351805 -0.007 -0.262 -0.125
H 2.486529 2.923827 0.516295 0.434 0.091 0.099
H 1.011939 3.250437 0.412425 -0.394 0.127 0.013
O -2.221081 0.360607 -1.587295 0.306 0.057 -0.150
H -2.643381 0.021347 -2.376465 0.044 -0.299 -0.288
H -2.930221 0.772967 -1.094015 -0.051 0.030 0.521
```
Positions in Å, forces in eV/Å.

For the HOMO-LUMO gap (alpha / beta), the calculation gives 5.11 / 8.77 eV. As for the maximum force: 5.7 eV/Å. As for the spin multiplicity: 2. The calculation puts the energy at -62605.4820 eV. The value obtained for the energy above the lowest of the compared OMol25 structures with the same formula, charge and spin is 0.00 kcal/mol. The HOMO energy (alpha / beta) comes out at -5.3 / -9.6 eV.

Mulliken atomic charge list, values in e, 6 entries: number 1, Be, carries 0.3656; number 2, C, carries 0.6116; number 3, F, carries -0.2272; number 4, F, carries -0.1946; number 5, F, carries -0.1972; number 6, S, carries 0.8371



2.
The following is a DFT calculation (ωB97M-V with the def2-TZVPD basis set) of a cluster of 7 separate species, C27H58FNO12S7 in total at a distorted geometry.

XYZ file:
```
106
Properties=species:S:1:pos:R:3:forces:R:3
C 6.823605 -0.569879 -0.522996 -0.501 -0.298 0.225
C 7.167834 0.915118 -0.043459 1.304 0.041 -0.577
O 6.689710 1.208953 1.298241 0.821 0.178 -0.844
C 6.740747 2.047111 -1.087168 0.102 -0.965 0.548
N 5.260001 2.073814 -1.258668 0.293 0.150 -1.438
C 4.870462 2.917090 -2.439253 0.735 0.308 -0.263
C 4.231757 4.338671 -1.953411 1.083 -0.764 -1.715
O 3.950561 4.234127 -0.543214 -2.407 -0.095 -1.151
C 2.698884 3.670672 -0.273967 -0.516 0.884 3.278
C 2.139364 3.955112 0.998505 -0.346 -1.246 -1.990
C 0.736473 3.269618 1.352083 0.279 0.228 0.257
O -0.151310 3.821551 2.017685 2.304 -1.570 -1.552
C 0.587806 1.767271 0.799265 1.115 -0.877 -2.106
C -0.173808 0.677510 1.658740 -0.724 0.869 0.301
C -1.422452 -0.004238 0.907296 0.055 0.378 0.440
C -2.348575 1.024242 0.129955 -0.949 -0.977 0.085
F -1.840385 1.388823 -1.170642 -0.332 -0.420 1.496
C 1.165755 1.467944 -0.461178 -0.830 1.500 2.798
C 1.131492 0.045259 -1.161915 -0.172 1.711 -0.503
S 2.092980 -1.134802 -0.110094 4.727 -1.085 0.698
O 2.674359 -2.257510 -0.920162 -2.132 2.252 1.125
O 3.159822 -0.385647 0.663613 -3.215 -1.251 -1.832
C 1.858838 2.712532 -1.197264 -0.810 -1.208 -1.452
O 1.634932 2.836866 -2.411715 1.063 0.024 2.875
H 6.411291 -0.590557 -1.594941 0.715 0.105 1.507
H 6.025922 -1.054758 0.136783 0.937 0.911 -0.811
H 7.731557 -1.269348 -0.481837 -1.237 1.226 -0.160
H 8.316980 0.966976 0.020144 -1.504 -0.031 -0.334
H 7.316026 1.893756 1.617930 -0.801 -0.622 -0.111
H 7.137910 3.048353 -0.715203 -0.719 -1.122 -0.431
H 7.267804 1.809718 -2.071096 -0.453 0.280 1.028
H 4.908176 1.122946 -1.430060 0.441 0.487 0.319
H 5.846111 3.137762 -3.009862 -1.539 -0.090 0.506
H 4.194539 2.363824 -3.167004 0.637 0.694 1.118
H 3.329716 4.631836 -2.590521 1.072 -0.537 1.128
H 5.042178 5.115574 -2.178976 -1.239 -0.849 1.087
H 2.656951 4.622096 1.762994 -0.952 -0.885 -1.316
H 0.525934 -0.113840 2.108704 -0.858 1.234 -0.865
H -0.624837 1.223180 2.561829 0.723 -0.655 -1.266
H -2.064699 -0.454831 1.744630 0.772 0.628 -1.299
H -1.105052 -0.897419 0.267788 -0.573 1.495 0.754
H -2.596830 1.971371 0.705126 0.764 -1.037 -0.683
H -3.352370 0.498485 -0.059275 1.452 0.731 0.119
H 0.072384 -0.316410 -1.406739 1.611 0.413 0.583
H 1.691946 0.166296 -2.156680 -0.602 -0.561 1.503
H 1.239115 -1.704231 0.850982 0.133 0.569 -1.094
C -2.653737 -3.914856 -0.200971 0.101 -0.030 -0.093
S -2.287199 -3.257724 1.439230 -0.087 -0.095 0.044
O -0.838351 -2.871124 1.454543 0.109 -0.410 -0.057
C -2.433077 -4.830776 2.308970 0.156 0.015 0.064
H -2.581179 -3.100914 -0.923236 -0.021 0.008 0.120
H -1.934461 -4.694368 -0.459347 0.028 0.055 0.093
H -3.666964 -4.318516 -0.212493 0.015 0.101 0.075
H -1.727603 -5.553142 1.894258 -0.006 0.077 -0.042
H -3.453298 -5.205728 2.215490 0.017 0.087 -0.017
H -2.204490 -4.665749 3.362936 -0.043 0.005 -0.060
C 6.189000 -4.230631 -3.989047 0.049 -0.108 -0.091
S 6.574519 -3.588514 -2.346270 0.144 0.085 0.018
O 8.026656 -3.238321 -2.332341 -0.317 -0.246 -0.069
C 6.389069 -5.162648 -1.483354 0.045 -0.139 0.007
H 6.281247 -3.416022 -4.707841 0.015 0.010 0.141
H 6.887962 -5.026914 -4.251628 0.020 0.053 0.076
H 5.165632 -4.609019 -4.001033 0.019 0.058 0.058
H 7.075467 -5.900456 -1.902799 0.018 0.094 -0.033
H 5.359131 -5.510435 -1.577313 0.012 0.091 -0.002
H 6.623332 -5.007254 -0.429832 -0.014 0.109 -0.104
C -2.029446 3.510904 -3.635272 0.121 0.003 -0.024
S -3.469260 3.143727 -4.659160 0.154 0.103 -0.164
O -2.970172 2.569753 -5.945915 -0.067 0.154 0.278
C -3.918555 4.862939 -4.970419 0.052 0.025 0.034
H -1.558766 2.570007 -3.350637 -0.117 0.043 -0.043
H -1.316731 4.117046 -4.197505 -0.098 -0.029 -0.067
H -2.347412 4.041434 -2.736406 -0.048 -0.053 -0.031
H -3.087858 5.384252 -5.449395 0.017 -0.117 -0.002
H -4.174794 5.349931 -4.028242 -0.040 -0.026 -0.044
H -4.785516 4.878672 -5.632002 0.060 -0.103 0.047
C 0.583024 -5.442376 5.549904 -0.006 0.098 -0.019
S -0.724888 -6.578562 6.057126 -0.042 0.091 -0.019
O -2.021833 -6.008376 5.581456 0.283 0.028 0.105
C -0.598027 -6.233136 7.823884 -0.052 0.082 0.083
H 0.656531 -5.464355 4.462097 -0.072 -0.063 0.073
H 0.343704 -4.428820 5.876635 -0.065 -0.070 0.007
H 1.531930 -5.762993 5.982560 -0.058 -0.044 -0.010
H -0.763445 -5.170271 8.008332 -0.010 -0.033 -0.093
H 0.389164 -6.528178 8.182819 -0.028 -0.025 -0.069
H -1.360151 -6.814168 8.344038 0.034 -0.002 -0.134
C -7.904288 5.842644 -2.996963 0.007 -0.114 0.042
S -6.924099 7.355690 -2.901225 0.146 -0.060 0.015
O -5.484880 6.959300 -2.944291 -0.393 0.021 0.124
C -7.329848 7.732652 -1.183524 0.030 -0.037 0.121
H -7.769624 5.406715 -3.987297 0.050 0.116 0.045
H -7.568301 5.132317 -2.239364 0.055 0.081 -0.016
H -8.958431 6.081560 -2.847698 0.049 0.051 -0.022
H -7.029837 6.904170 -0.539553 0.030 -0.002 -0.095
H -8.402632 7.910320 -1.093042 0.034 0.004 -0.069
H -6.788573 8.633007 -0.891488 -0.003 -0.064 -0.126
C -7.313173 -3.552547 2.379729 0.028 -0.104 -0.031
S -6.483059 -1.955232 2.515201 0.099 -0.006 -0.061
O -5.302267 -1.985478 1.600129 -0.263 -0.146 0.223
C -5.871439 -2.204806 4.194864 0.102 -0.066 0.042
H -7.742831 -3.634124 1.380924 0.061 0.112 0.054
H -6.594835 -4.360145 2.532741 0.031 0.089 0.013
H -8.110532 -3.612747 3.122019 0.035 0.055 -0.020
H -5.243253 -3.096683 4.234199 -0.026 0.025 -0.072
H -6.715553 -2.308789 4.878341 -0.006 0.027 -0.068
H -5.281307 -1.333135 4.479489 -0.071 -0.021 -0.118
```
Positions in Å, forces in eV/Å.

For the HOMO-LUMO gap, the calculation gives 7.66 eV. As for the maximum force: 4.9 eV/Å. The calculation puts the energy at -133552.4732 eV. The HOMO energy comes out at -8.2 eV.

Mulliken atomic charge list, values in e, 6 entries: number 1, C, carries -1.0275; number 2, C, carries 0.1517; number 3, O, carries -0.5419; number 4, C, carries -0.7758; number 5, N, carries 0.1198; number 6, C, carries -0.5176